No. 1
The following is a quantum chemistry calculation of a 2-piece molecular cluster, C8H18N4 overall in a non-equilibrium geometry, from the Open Molecules 2025 dataset.

Calculated values
Highest occupied orbital energy: -14.24 eV
Net charge: +2
Energy relative to the best compared isomer or geometry (same formula, charge and spin): 66.6 kcal/mol
E_LUMO: -6.62 eV
Kohn-Sham gap: 7.62 eV

XYZ file:
```
30
Properties=species:S:1:pos:R:3:lowdin_charge:R:1
C -4.373 5.417 -5.056 -0.1616
C -3.598 4.692 -4.208 -0.0986
C -3.395 6.185 -5.895 -0.0118
C 6.588 -6.885 6.808 -0.0065
C -5.793 5.186 -5.133 0.0051
C 6.045 -9.155 5.873 -0.0393
C -4.417 4.145 -1.970 -0.2362
C 5.599 -7.779 6.309 -0.2120
N -2.146 5.795 -5.235 0.0246
N -2.276 4.950 -4.317 0.1774
N 6.513 -5.553 6.663 0.2263
N -4.244 3.374 -3.107 0.0124
H -3.315 5.954 -7.017 0.1980
H -3.449 7.281 -5.650 0.1829
H 7.507 -7.245 7.232 0.1592
H -6.090 4.647 -5.953 0.0870
H -6.319 6.159 -4.938 0.1378
H -6.111 4.779 -4.209 0.0700
H 6.608 -9.065 4.983 0.0824
H 5.179 -9.739 5.805 0.0787
H 6.734 -9.590 6.570 0.0891
H -4.905 3.440 -1.169 0.1309
H -3.493 4.614 -1.504 0.0970
H -5.105 4.963 -2.199 0.0720
H 4.892 -7.774 7.177 0.1760
H 4.954 -7.255 5.587 0.1443
H -1.126 5.932 -5.384 0.2091
H 5.790 -5.109 6.121 0.1444
H 7.307 -4.968 6.941 0.1576
H -3.561 2.606 -3.127 0.1040
```



No. 2
The following is a quantum chemistry calculation of a 2-piece molecular cluster, C8H18N4O5 overall in a non-equilibrium geometry, from the Open Molecules 2025 dataset.

Calculated values
Highest occupied orbital energy: -5.43 eV
Net charge: 0
E_LUMO: -0.35 eV
Kohn-Sham gap: 5.08 eV

XYZ file:
```
35
Properties=species:S:1:pos:R:3:lowdin_charge:R:1
O -2.276 2.828 -1.449 -0.0999
C -3.351 2.048 -0.854 -0.1862
C -3.757 0.873 -1.884 -0.1836
O -2.908 -0.268 -1.628 -0.1367
C -1.662 -0.196 -2.362 -0.2093
O -0.590 0.026 -1.439 -0.0720
C 0.303 -1.091 -1.357 -0.1376
N 0.840 -1.266 0.031 -0.0353
C 0.297 -2.310 0.940 -0.1050
C -0.524 -1.754 2.188 -0.2284
O -1.363 -0.622 1.849 -0.0806
C 1.849 -0.506 0.496 -0.2286
N 2.582 0.544 -0.186 0.1407
C 3.563 0.978 0.778 0.0075
N 3.443 0.290 2.015 0.0796
N 2.417 -0.588 1.792 0.0679
H -2.308 2.720 -2.421 0.0751
H -2.949 1.579 0.099 0.1281
H -4.290 2.667 -0.671 0.1179
H -3.789 1.212 -2.967 0.1290
H -4.828 0.570 -1.611 0.1309
H -1.735 0.609 -3.160 0.1390
H -1.584 -1.195 -2.926 0.1465
H 1.191 -0.882 -2.054 0.1569
H -0.173 -2.094 -1.619 0.1436
H 1.159 -2.958 1.318 0.1385
H -0.408 -2.959 0.332 0.1368
H -1.181 -2.625 2.554 0.1339
H 0.130 -1.459 3.083 0.1095
H -2.000 -0.582 2.597 0.1035
H 4.388 1.786 0.644 0.1112
H 3.955 0.367 2.898 0.1831
H 2.188 -1.171 2.603 0.1516
O 6.286 2.742 1.447 -0.6240
H 7.084 2.686 0.924 -0.2038
```



No. 3
The following is a quantum chemistry calculation of a 2-piece molecular cluster, C8H18N5 overall in a non-equilibrium geometry, from the Open Molecules 2025 dataset.

Calculated values
Highest occupied orbital energy (alpha / beta): -11.11 / -11.29 eV
Net charge: +1
Energy relative to the best compared isomer or geometry (same formula, charge and spin): 89.0 kcal/mol
E_LUMO (alpha / beta): -3.39 / -3.28 eV
Kohn-Sham gap (alpha / beta): 7.71 / 8.01 eV

XYZ file:
```
31
Properties=species:S:1:pos:R:3:lowdin_charge:R:1
C -4.132 -1.643 0.475 -0.1016
C -1.108 -0.812 -0.221 -0.2058
C 2.566 -1.201 0.135 -0.4076
C -5.085 -1.405 -0.571 -0.0678
C 3.889 -1.637 0.674 0.0147
C 0.089 2.957 -0.356 -0.1157
C 1.066 2.121 0.390 -0.2531
C 0.921 0.667 0.030 -0.3236
N -2.970 -1.406 0.741 0.1603
N -0.530 0.271 0.256 0.0251
N -0.475 -1.644 -1.037 0.0976
N 1.992 -1.708 -0.886 0.0958
N 1.987 -0.075 0.728 0.0895
H -5.879 -0.641 -0.135 0.1451
H -5.685 -2.382 -0.662 0.1216
H -4.884 -0.988 -1.496 0.0514
H 3.783 -2.496 1.175 0.0477
H 4.462 -1.597 -0.211 0.0846
H 4.411 -0.971 1.385 0.1043
H -0.868 2.455 -0.108 0.0586
H 0.045 4.035 0.027 0.1122
H -0.090 2.817 -1.452 0.0992
H 0.924 2.244 1.464 0.1070
H 2.272 2.349 0.353 0.1768
H 1.049 0.497 -1.043 0.1525
H -2.298 -1.610 1.460 0.1013
H -0.919 -2.586 -1.142 0.1220
H 0.608 -1.502 -1.244 0.0210
H 2.472 -2.498 -1.388 0.1328
H -0.948 0.605 1.232 0.1988
H 2.276 0.254 1.660 0.1552
```



Q: Look up the net charge of the first one.
A: +2